117
Properties=species:S:1:pos:R:3 method="wB97M-V/def2-TZVPD" multiplicity=3 e_homo_ha="-0.4888 / -0.4886" homo_lumo_gap_ha="0.2722 / 0.3040" total_charge=+2 energy_ha=-4256.33891
V -1.04005 -0.18414 0.56317
C -5.48599 2.19977 2.45348
C -4.29672 2.11331 1.55984
C -3.86218 3.01971 0.60470
C -2.73393 2.46095 0.02746
N -2.46222 1.27368 0.62448
N -3.44544 1.08519 1.55709
B -3.44615 -0.15920 2.46176
N -3.43201 -1.42114 1.56272
N -2.43040 -1.61657 0.63881
C -2.69071 -2.81791 0.05334
C -3.84048 -3.35650 0.60097
C -4.28721 -2.44314 1.54703
C -5.49111 -2.51926 2.42089
C -1.89844 -3.50806 -0.98622
C -1.93541 -3.08686 -2.30924
C -1.27847 -3.80980 -3.29288
C -0.59972 -4.97510 -2.96085
C -0.58922 -5.41869 -1.64636
C -1.23858 -4.68993 -0.66040
N -2.15530 -0.16909 3.28070
N -0.97238 -0.34274 2.62837
C -0.03211 -0.48414 3.57974
C -0.61587 -0.32871 4.83548
C -1.96630 -0.13368 4.60704
C -3.07546 0.03889 5.58742
C 1.34713 -0.97791 3.39180
C 2.41937 -0.29736 3.95998
C 3.68102 -0.87576 3.98548
C 3.87311 -2.14912 3.46862
C 2.80598 -2.83348 2.90245
C 1.54997 -2.24768 2.85607
C -2.00740 3.10630 -1.08349
C -1.78271 2.46747 -2.29858
C -1.20379 3.15722 -3.35728
C -0.85495 4.49282 -3.21272
C -1.10288 5.14422 -2.01006
C -1.67736 4.45682 -0.95383
H -6.02082 3.12508 2.25471
H -6.16734 1.36576 2.28734
H -5.19411 2.18922 3.50340
H -4.33449 3.94578 0.32517
H -4.40019 -0.15886 3.16886
H -4.29814 -4.29259 0.33027
H -6.02865 -3.44219 2.21959
H -5.21560 -2.50258 3.47521
H -6.16309 -1.68117 2.23674
H -2.51067 -2.20760 -2.56136
H -1.31720 -3.47926 -4.32350
H -0.10148 -5.54999 -3.73048
H -0.08293 -6.34006 -1.38893
H -1.24367 -5.04104 0.36522
H -0.11992 -0.42533 5.78636
H -2.67625 -0.00333 6.59773
H -3.57480 0.99937 5.45749
H -3.82428 -0.74595 5.48167
H 2.25182 0.67211 4.41387
H 4.50873 -0.34635 4.44014
H 4.84930 -2.61305 3.52132
H 2.94930 -3.83622 2.51931
H 0.70364 -2.79941 2.46004
H -2.10217 1.44323 -2.42489
H -1.05125 2.65602 -4.30609
H -0.41846 5.03318 -4.04247
H -0.85831 6.19312 -1.90131
H -1.86731 4.96429 -0.01610
O -0.66067 -0.34851 -1.44144
P 0.62107 -0.19796 -2.25936
C 1.50540 1.29187 -1.71587
P 1.91469 1.22940 0.04661
O 0.89437 0.29764 0.71481
C 3.60134 0.66917 0.16310
C 4.60837 1.57321 -0.19618
C 5.92648 1.15545 -0.22370
C 6.24671 -0.15619 0.11247
C 5.24986 -1.04656 0.47938
C 3.92519 -0.63633 0.50301
C 1.86953 2.87532 0.72410
C 2.48557 3.06824 1.96429
C 2.43678 4.31013 2.57026
C 1.78396 5.36448 1.94035
C 1.18085 5.17789 0.70611
C 1.21917 3.93311 0.09493
C 1.70923 -1.60541 -2.07969
C 1.48445 -2.52348 -1.05940
C 2.34022 -3.59981 -0.89053
C 3.42605 -3.76150 -1.73774
C 3.65043 -2.85396 -2.76523
C 2.79248 -1.78234 -2.94249
C 0.25185 0.10948 -3.98008
C -1.03502 -0.14075 -4.45147
C -1.35356 0.12416 -5.77469
C -0.38912 0.63574 -6.63137
C 0.89398 0.89392 -6.16505
C 1.21470 0.63903 -4.84211
H 0.81554 2.11316 -1.92655
H 2.41738 1.44296 -2.29554
H 4.36737 2.60036 -0.44561
H 6.70642 1.85316 -0.49742
H 7.27994 -0.47747 0.09737
H 5.50113 -2.06269 0.75501
H 3.15051 -1.32309 0.80501
H 3.01281 2.25188 2.44173
H 2.91771 4.46347 3.52716
H 1.75645 6.33811 2.41164
H 0.68588 6.00300 0.21158
H 0.74892 3.80791 -0.87206
H 0.63479 -2.41672 -0.40050
H 2.15171 -4.31760 -0.10275
H 4.09291 -4.60410 -1.60721
H 4.48841 -2.98729 -3.43619
H 2.96753 -1.09678 -3.76283
H -1.79036 -0.52240 -3.77971
H -2.35615 -0.06381 -6.13502
H -0.63770 0.84111 -7.66414
H 1.64272 1.30098 -6.83115
H 2.21451 0.86782 -4.49221